# 1
Entry from the Open Molecules 2025 dataset: a molecular structure, C31H35Cl2FN4NiO4PS2 in a non-equilibrium geometry (ωB97M-V/def2-TZVPD).

```
! RIJCOSX wB97M-V def2-TZVPD def2/J DEFGRID3
* xyz -1 3
Ni 0.5846 2.1132 -1.1054
Cl -1.5658 3.4742 0.7570
C -0.5913 3.5880 2.1343
C -1.2531 3.7437 3.3436
C -0.4338 3.6854 4.4471
C 0.9605 3.5172 4.4147
C 1.5567 3.5402 3.1925
Cl 3.3104 3.3643 3.1208
C 0.8043 3.6031 1.9678
S 1.6256 3.6001 0.4434
H -2.3082 3.9203 3.4049
H -0.9519 3.9485 5.3891
H 1.5564 3.5140 5.3033
F -3.1394 1.3374 -5.9802
C -2.2077 1.5479 -4.9895
C -2.3427 2.6936 -4.1777
C -1.4119 2.8630 -3.1421
C -0.4141 1.9673 -2.8587
C -0.2713 0.8962 -3.7514
C -1.1352 0.7063 -4.8392
H -3.1929 3.3631 -4.2749
H -1.6061 3.7607 -2.5844
H 0.4920 0.1703 -3.6546
H -0.9557 -0.1368 -5.5513
O 5.4948 -1.3300 -3.5913
S 4.3380 -1.4836 -2.7398
O 3.6606 -2.7676 -2.7391
N 3.2231 -0.3273 -2.9714
C 3.0685 0.4210 -1.9016
O 2.3417 1.4412 -1.7570
C 3.8955 -0.0047 -0.7168
C 3.9269 0.5687 0.5773
C 4.6464 -0.0623 1.5640
C 5.3562 -1.2036 1.2404
C 5.4080 -1.8188 -0.0504
C 4.6549 -1.1462 -1.0006
H 3.3264 1.4355 0.7984
H 4.5850 0.3665 2.5612
H 5.8262 -1.6943 2.0667
H 5.9099 -2.7319 -0.3461
O -0.1578 0.3734 -0.1947
P -1.0858 -0.7268 0.2081
N -0.4462 -2.0806 -0.4414
C 0.9717 -2.1940 -0.7831
C 1.2601 -3.6448 -0.5815
C -0.0732 -4.2833 -1.0290
C -1.1337 -3.4193 -0.3453
N -2.6232 -0.6471 -0.4074
C -3.8721 -0.3479 0.3062
C -4.9442 -0.2282 -0.7662
C -4.2910 -0.5946 -2.1158
C -2.7962 -0.3159 -1.8641
N -1.3298 -0.9670 1.8761
C -0.1251 -1.5913 2.5626
C 0.4845 -0.4371 3.3385
C -0.7632 0.2063 3.9561
C -1.7513 0.1603 2.8118
H 1.4762 -1.5183 -0.0775
H 1.1656 -1.8601 -1.8349
H 1.3539 -3.8278 0.5007
H 2.0949 -4.0132 -1.1213
H -0.1685 -5.3982 -0.8141
H -0.0956 -4.2437 -2.1264
H -1.3583 -3.8313 0.6369
H -2.0651 -3.3273 -0.9055
H -3.8252 0.5826 0.9279
H -4.1248 -1.1840 0.9825
H -5.2819 0.8484 -0.7812
H -5.8159 -0.7950 -0.5004
H -4.5721 -0.0547 -2.9781
H -4.4083 -1.6483 -2.2579
H -2.5682 0.7400 -2.0915
H -2.1176 -0.8850 -2.5311
H 0.5246 -2.1234 1.8232
H -0.4210 -2.3739 3.2826
H 1.0547 0.1836 2.6893
H 1.2005 -0.8253 4.0895
H -0.5787 1.2196 4.3372
H -1.0617 -0.3984 4.7991
H -1.7839 1.0772 2.2443
H -2.7182 -0.0489 3.1724
*
```

Its LUMO energy (alpha / beta) is 2.4 / 2.4 eV. The value obtained for the relative energy (zero: lowest compared OMol25 entry of this formula, charge and spin) is 20.23 kcal per mole. As for the energy: -5388.7167 Ha. Its expectation value of S² is 2.0056. The value obtained for the highest occupied orbital energy (alpha / beta) is -0.1892 / -0.1900 Ha. The maximum force comes out at 0.04631 hartree/bohr.

# 2
Entry from the Open Molecules 2025 dataset: a gas-phase ion, C3H8NOS2 (charge +1) in a non-equilibrium geometry (ωB97M-V/def2-TZVPD).

```
! RIJCOSX wB97M-V def2-TZVPD def2/J DEFGRID3
* xyz 1 1
O -1.2943 0.3552 1.7312
C -0.9640 -0.0253 0.4889
S -2.6043 0.0809 -0.6838
N 0.1012 1.0316 0.1214
C 1.3809 0.3088 0.0027
C 1.1740 -1.0083 -0.6175
S -0.2034 -1.7623 0.3135
H -1.9303 -0.1980 2.2714
H -2.4312 -0.4825 -1.9646
H 0.2228 1.6323 0.9455
H -0.0426 1.4993 -0.7578
H 1.8074 0.1270 1.0283
H 2.0947 0.9348 -0.6083
H 0.6853 -0.8061 -1.6002
H 2.0039 -1.6876 -0.6707
*
```

Its LUMO energy is -3.4 eV. The value obtained for the relative energy (zero: lowest compared OMol25 entry of this formula, charge and spin) is 24.42 kcal per mole. As for the energy: -1045.1725 Ha. Its SMILES is O[C@@]1(S)[NH2+]CCS1. The value obtained for the highest occupied orbital energy is -0.4864 Ha. The maximum force comes out at 0.06968 hartree/bohr.

# 3
Entry from the Open Molecules 2025 dataset: a single C5H10O molecule (ωB97M-V/def2-TZVPD).

```
! RIJCOSX wB97M-V def2-TZVPD def2/J DEFGRID3
* xyz 0 1
C 1.9184 0.0119 0.0252
C 0.4533 0.4789 0.1334
C -0.4722 0.2255 -1.0908
C -1.8144 -0.2536 -0.4750
O -1.4607 -0.8615 0.7462
C -0.2894 -0.2688 1.2664
H 2.5041 0.5564 -0.7257
H 2.4376 0.1635 0.9826
H 1.9893 -1.0583 -0.2040
H 0.4873 1.5535 0.3600
H -0.5911 1.1249 -1.7055
H -0.0230 -0.5476 -1.7231
H -2.3754 -1.0241 -1.0233
H -2.5272 0.5760 -0.3138
H -0.5472 0.4176 2.0840
H 0.3106 -1.0942 1.6634
*
```

Its LUMO energy is 1.1 eV. The value obtained for the relative energy (zero: lowest compared OMol25 entry of this formula, charge and spin) is 13.31 kcal per mole. As for the energy: -271.7314 Ha. Its SMILES is C[C@H]1CCOC1. The value obtained for the highest occupied orbital energy is -0.3493 Ha. The maximum force comes out at 0.01081 hartree/bohr.

# 4
Entry from the Open Molecules 2025 dataset: 2 unconnected molecules or ions with the total composition C4H8NO3 in a non-equilibrium geometry (ωB97M-V/def2-TZVPD).

```
! RIJCOSX wB97M-V def2-TZVPD def2/J DEFGRID3
* xyz -1 1
C 0.6282 -1.7359 0.2369
C 0.2553 -1.6379 1.6903
O 0.2443 -2.5648 2.4877
N -0.5096 -0.5175 1.9139
H -0.9483 -0.4653 2.8173
H -0.3488 0.3234 1.3740
H 1.6955 -1.8702 0.0557
H 0.4262 -0.7649 -0.2819
H -0.0202 -2.4211 -0.3086
C -1.4316 1.3679 -1.9248
C -0.0135 1.7300 -1.5131
O 0.5523 0.9630 -0.6764
O 0.4814 2.7679 -1.9869
H -1.5801 1.5368 -2.9900
H -2.1437 1.9233 -1.3131
H -1.6201 0.3115 -1.7127
*
```

Its LUMO energy is 3.8 eV. The value obtained for the relative energy (zero: lowest compared OMol25 entry of this formula, charge and spin) is 16.68 kcal per mole. As for the energy: -437.7789 Ha. The value obtained for the highest occupied orbital energy is -0.1625 Ha. The maximum force comes out at 0.04922 hartree/bohr.

# 5
Entry from the Open Molecules 2025 dataset: a molecular structure, C19H15ClIN6O4SeSn in a non-equilibrium geometry (ωB97M-V/def2-TZVPD).

```
! RIJCOSX wB97M-V def2-TZVPD def2/J DEFGRID3
* xyz 1 1
Sn -0.1092 0.1236 0.3250
Cl -2.1136 -6.5139 -1.8441
C -1.4309 -5.1550 -1.0306
C -0.6137 -5.3494 0.0519
C -0.0533 -4.2573 0.7231
I 1.1885 -4.5372 2.3743
C -0.2863 -2.9416 0.3306
O 0.2328 -1.9230 0.9637
C -1.1360 -2.7505 -0.8034
N -1.3619 -1.4705 -1.1784
C -2.1426 -1.2272 -2.2123
C -2.7538 -2.2450 -2.9519
C -2.5406 -3.5512 -2.5901
C -1.7151 -3.8460 -1.4872
H -0.4032 -6.3545 0.3894
H -2.3003 -0.1855 -2.4705
H -3.3830 -1.9933 -3.7932
H -2.9992 -4.3601 -3.1416
C -0.0795 2.1543 -4.1992
C 0.1705 1.7552 -2.7814
N -0.7223 1.8488 -1.8735
O -1.9416 2.2694 -2.3578
C 1.5247 1.3145 -2.3820
C 2.6856 1.6020 -3.2879
N 1.7450 0.6922 -1.2725
O 2.8397 0.3462 -0.8089
H -1.1438 2.1098 -4.4113
H 0.4612 1.5204 -4.8984
H 0.2436 3.1866 -4.3510
H -2.4764 2.4282 -1.5737
H 2.6227 2.6182 -3.6742
H 2.6951 0.9079 -4.1301
H 3.6164 1.4812 -2.7402
Se 3.1775 1.7086 1.7317
N 1.5124 1.1339 2.0465
C 1.1638 1.5615 3.2617
C -0.0486 1.2691 3.9342
C -0.2474 1.7885 5.1763
C 0.7159 2.6262 5.8091
C 1.8984 2.9208 5.2104
C 2.1612 2.3765 3.9242
N 3.2784 2.5484 3.2424
H -0.7757 0.6172 3.4688
H -1.1595 1.5585 5.7110
H 0.4931 3.0229 6.7900
H 2.6493 3.5418 5.6782
O -3.1954 0.4116 1.3088
N -2.1923 0.1542 1.7551
*
```

Its LUMO energy (alpha / beta) is -5.7 / -5.7 eV. The value obtained for the relative energy (zero: lowest compared OMol25 entry of this formula, charge and spin) is 39.03 kcal per mole. As for the energy: -4735.7139 Ha. The value obtained for the highest occupied orbital energy (alpha / beta) is -0.3857 / -0.3857 Ha. The maximum force comes out at 0.05034 hartree/bohr.

# 6
Entry from the Open Molecules 2025 dataset: a molecular structure, C22H21BBr12N4OS in a non-equilibrium geometry (ωB97M-V/def2-TZVPD).

```
! RIJCOSX wB97M-V def2-TZVPD def2/J DEFGRID3
* xyz 0 1
N 4.6390 -1.6440 1.9038
C 5.5263 -1.9979 0.7813
C 5.1463 -1.3873 -0.5995
C 5.8079 -1.9986 -1.7794
C 5.6195 -1.5505 -3.1407
C 4.7298 -0.4120 -3.3925
C 4.0626 0.1816 -2.2557
C 4.2492 -0.2673 -0.8484
N 3.5795 0.3954 0.2585
B 4.3000 1.6150 0.7222
N 4.4859 2.0079 2.1606
O 4.8466 2.5118 -0.2360
C 2.1596 0.6105 0.0147
C 1.1244 0.2862 1.0118
C -0.3104 0.4793 0.7364
C -0.7961 1.0082 -0.5318
C -2.2850 1.1953 -0.8837
C -3.1248 0.0066 -1.2154
C -4.5249 0.4403 -1.5501
C -5.0219 1.8008 -1.5158
N -4.2031 2.8375 -1.1977
C -2.9311 2.5015 -0.9294
C 0.2185 1.3738 -1.5282
C 1.6277 1.1755 -1.2566
S 2.9026 1.5782 -2.5098
H 3.6514 -1.6806 1.6587
H 4.8471 -2.3045 2.6588
H 6.6148 -1.7923 0.9927
H 5.4679 -3.1250 0.6518
H 6.5015 -2.8621 -1.6090
H 6.1470 -2.0073 -4.0050
H 4.5777 -0.0319 -4.4321
H 4.7139 3.0123 2.1477
H 5.3418 1.5776 2.5384
H 5.7176 2.8110 0.0746
H 1.4099 -0.1172 2.0097
H -1.0616 0.2195 1.5140
H -2.7377 -1.0230 -1.2468
H -5.2533 -0.3448 -1.8517
H -6.0950 1.9901 -1.7679
H -2.2494 3.3674 -0.7043
H -0.0551 1.8076 -2.5186
C -4.9031 6.5589 -0.7249
Br -4.0628 7.8955 -1.8430
Br -4.2481 6.6296 1.0935
Br -6.8327 6.6718 -0.7969
H -4.6257 5.5868 -1.1248
C -5.2603 -3.0843 0.9387
Br -5.0004 -2.1874 2.6312
Br -4.5552 -2.0393 -0.5369
Br -4.5464 -4.8840 0.9610
H -6.3319 -3.1705 0.7851
C 1.7939 0.2953 5.5970
Br 2.6898 0.7806 3.9521
Br -0.1059 0.6644 5.5182
Br 2.1470 -1.5429 6.0951
H 2.2062 0.9211 6.3816
C -7.6239 -6.3080 -1.5369
Br -8.6599 -5.9783 0.0630
Br -6.8151 -4.6849 -2.2140
Br -6.3177 -7.7107 -1.2721
H -8.3146 -6.6582 -2.2966
*
```

Its LUMO energy is -0.2 eV. As for the energy: -32456.3110 Ha. The value obtained for the highest occupied orbital energy is -0.2921 Ha. The maximum force comes out at 0.11803 hartree/bohr.

Among the records above, which one has the lowest energy? C22H21BBr12N4OS